Here is a 2-piece molecular cluster, C6H18NO2PSi overall at a distorted geometry from the Open Molecules 2025 dataset. Energies are from the ωB97M-V functional and the def2-TZVPD basis.

Geometry as XYZ:
```
29
Properties=species:S:1:pos:R:3
C 0.234 0.999 -1.195
C -0.731 0.911 -0.023
C -2.101 1.422 -0.472
C -0.191 1.750 1.136
Si -0.611 -1.044 0.401
C -0.989 -1.982 -1.150
C -1.626 -1.511 2.006
O 0.966 -1.421 0.666
H 0.014 1.894 -1.706
H 1.275 1.132 -0.833
H 0.100 0.190 -1.915
H -2.601 0.547 -1.034
H -2.011 2.275 -1.055
H -2.636 1.757 0.350
H -0.746 1.612 2.019
H 0.848 1.385 1.319
H -0.264 2.787 0.860
H -0.673 -3.046 -1.015
H -1.956 -1.937 -1.381
H -0.454 -1.745 -2.029
H -2.465 -0.873 2.140
H -1.994 -2.511 1.760
H -0.953 -1.513 2.809
H 1.527 -1.527 1.443
N 3.633 -0.032 -1.208
P 3.911 0.974 0.159
O 3.716 0.105 1.310
H 3.245 -0.902 -1.254
H 3.531 0.305 -2.109
```

SMILES string: CC(C)(C)[Si](C)(C)O.NP=O
E_tot: -1075.54883 Ha
Gap between HOMO and LUMO: 9.125 eV
Net charge: 0
M: 195.28 g mol⁻¹
HOMO level: -8.93 eV

Mulliken atomic charge list, values in e, 6 entries:
1. C -1.29
2. C 1.76
3. C -1.72
4. C -1.92
5. Si 0.61
6. C -1.40